The following is a quantum chemistry calculation of 9 unconnected molecules or ions with the total composition C40H90Br4N5, from the OMol25 dataset.

Each atom is followed by the atoms it is bonded to, with distances in Å.
Cartesian coordinates (Å):
1 C -0.801 -2.546 -5.448  C2 1.471, H10 1.090, H11 1.090, H12 1.090
2 C -1.810 -2.516 -4.379  C1 1.471, C3 1.545, H13 1.090, H14 1.090
3 C -1.577 -3.532 -3.238  C2 1.545, N4 1.560, H15 1.090, H16 1.090
4 N -2.672 -3.573 -2.127  C3 1.560, C5 1.578, C6 1.559, C9 1.504
5 C -4.096 -3.632 -2.804  N4 1.578, H17 1.090, H18 1.090, H19 1.090
6 C -2.499 -4.659 -1.022  N4 1.559, C7 1.551, H20 1.090, H21 1.090
7 C -1.523 -3.995 -0.017  C6 1.551, C8 1.514, H22 1.090, H23 1.090
8 C -1.645 -2.493 -0.163  C7 1.514, C9 1.585, H24 1.090, H25 1.090
9 C -2.600 -2.255 -1.406  N4 1.504, C8 1.585, H26 1.090, H27 1.090
10 H -0.845 -3.418 -6.100  C1 1.090
11 H 0.253 -2.551 -5.173  C1 1.090
12 H -0.913 -1.653 -6.064  C1 1.090
13 H -2.763 -2.766 -4.845  C2 1.090
14 H -1.751 -1.466 -4.092  C2 1.090
15 H -0.652 -3.372 -2.683  C3 1.090
16 H -1.619 -4.565 -3.583  C3 1.090
17 H -3.982 -4.490 -3.467  C5 1.090
18 H -4.372 -2.711 -3.316  C5 1.090
19 H -4.831 -3.889 -2.041  C5 1.090
20 H -3.452 -4.898 -0.550  C6 1.090
21 H -2.317 -5.575 -1.583  C6 1.090
22 H -1.663 -4.169 1.050  C7 1.090
23 H -0.493 -4.148 -0.339  C7 1.090
24 H -2.050 -2.027 0.735  C8 1.090
25 H -0.706 -1.951 -0.276  C8 1.090
26 H -3.606 -2.015 -1.062  C9 1.090
27 H -2.341 -1.411 -2.045  C9 1.090
28 C -8.905 -2.304 0.103  C29 1.561, H37 1.090, H38 1.090, H39 1.090
29 C -7.716 -1.684 0.902  C28 1.561, C30 1.560, H40 1.090, H41 1.090
30 C -7.444 -0.201 0.501  C29 1.560, N31 1.541, H42 1.090, H43 1.090
31 N -6.178 0.449 1.094  C30 1.541, C32 1.545, C33 1.503, C36 1.503
32 C -6.252 0.506 2.635  N31 1.545, H44 1.090, H45 1.090, H46 1.090
33 C -5.953 1.806 0.487  N31 1.503, C34 1.555, H47 1.090, H48 1.090
34 C -4.464 2.141 0.785  C33 1.555, C35 1.561, H49 1.090, H50 1.090
35 C -3.726 0.767 0.717  C34 1.561, C36 1.542, H51 1.090, H52 1.090
36 C -4.882 -0.251 0.791  N31 1.503, C35 1.542, H53 1.090, H54 1.090
37 H -9.149 -3.326 0.393  C28 1.090
38 H -8.815 -2.301 -0.983  C28 1.090
39 H -9.849 -1.798 0.307  C28 1.090
40 H -6.842 -2.314 0.741  C29 1.090
41 H -8.191 -1.912 1.857  C29 1.090
42 H -8.252 0.490 0.741  C30 1.090
43 H -7.236 -0.178 -0.569  C30 1.090
44 H -7.097 1.112 2.963  C32 1.090
45 H -5.335 0.905 3.069  C32 1.090
46 H -6.397 -0.474 3.089  C32 1.090
47 H -6.688 2.486 0.917  C33 1.090
48 H -6.105 1.846 -0.591  C33 1.090
49 H -4.376 2.688 1.724  C34 1.090
50 H -4.053 2.742 -0.026  C34 1.090
51 H -2.909 0.604 1.420  C35 1.090
52 H -3.153 0.866 -0.205  C35 1.090
53 H -4.639 -1.118 1.404  C36 1.090
54 H -5.021 -0.773 -0.156  C36 1.090
55 C 4.107 -0.079 0.672  C56 1.475, H64 1.090, H65 1.090, H66 1.090
56 C 2.937 -0.805 1.200  C55 1.475, C57 1.572, H67 1.090, H68 1.090
57 C 3.333 -1.842 2.313  C56 1.572, N58 1.527, H69 1.090, H70 1.090
58 N 2.272 -2.854 2.737  C57 1.527, C59 1.567, C60 1.549, C63 1.586
59 C 2.090 -3.931 1.612  N58 1.567, H71 1.090, H72 1.090, H73 1.090
60 C 0.930 -2.277 3.253  N58 1.549, C61 1.584, H74 1.090, H75 1.090
61 C 0.471 -3.304 4.369  C60 1.584, C62 1.494, H76 1.090, H77 1.090
62 C 1.693 -3.938 4.950  C61 1.494, C63 1.560, H78 1.090, H79 1.090
63 C 2.875 -3.641 3.975  N58 1.586, C62 1.560, H80 1.090, H81 1.090
64 H 5.025 -0.190 1.249  C55 1.090
65 H 4.002 1.003 0.746  C55 1.090
66 H 4.288 -0.248 -0.390  C55 1.090
67 H 2.658 -1.442 0.360  C56 1.090
68 H 2.121 -0.131 1.459  C56 1.090
69 H 3.423 -1.220 3.204  C57 1.090
70 H 4.121 -2.567 2.107  C57 1.090
71 H 1.516 -4.734 2.074  C59 1.090
72 H 3.096 -4.306 1.424  C59 1.090
73 H 1.548 -3.503 0.769  C59 1.090
74 H 0.314 -2.132 2.366  C60 1.090
75 H 1.248 -1.412 3.835  C60 1.090
76 H -0.238 -3.924 3.822  C61 1.090
77 H -0.136 -2.771 5.102  C61 1.090
78 H 1.500 -4.996 5.123  C62 1.090
79 H 1.859 -3.468 5.920  C62 1.090
80 H 3.518 -4.441 3.607  C63 1.090
81 H 3.453 -2.893 4.517  C63 1.090
82 C 7.202 3.058 4.982  C83 1.540, H91 1.090, H92 1.090, H93 1.090
83 C 6.039 3.077 3.973  C82 1.540, C84 1.560, H94 1.090, H95 1.090
84 C 5.199 4.389 3.875  C83 1.560, N85 1.561, H96 1.090, H97 1.090
85 N 4.095 4.340 2.772  C84 1.561, C86 1.610, C87 1.538, C90 1.572
86 C 3.110 3.143 3.206  N85 1.610, H98 1.090, H99 1.090, H100 1.090
87 C 3.323 5.660 2.608  N85 1.538, C88 1.539, H101 1.090, H102 1.090
88 C 2.881 5.725 1.136  C87 1.539, C89 1.522, H103 1.090, H104 1.090
89 C 3.625 4.590 0.448  C88 1.522, C90 1.546, H105 1.090, H106 1.090
90 C 4.758 4.083 1.370  N85 1.572, C89 1.546, H107 1.090, H108 1.090
91 H 8.034 3.689 4.669  C82 1.090
92 H 7.720 2.107 5.102  C82 1.090
93 H 6.844 3.330 5.975  C82 1.090
94 H 5.365 2.285 4.302  C83 1.090
95 H 6.441 2.808 2.996  C83 1.090
96 H 5.877 5.219 3.677  C84 1.090
97 H 4.625 4.696 4.749  C84 1.090
98 H 3.525 2.176 2.922  C86 1.090
99 H 2.195 3.317 2.640  C86 1.090
100 H 2.833 3.214 4.258  C86 1.090
101 H 2.476 5.699 3.292  C87 1.090
102 H 4.076 6.440 2.722  C87 1.090
103 H 1.818 5.492 1.073  C88 1.090
104 H 3.024 6.711 0.692  C88 1.090
105 H 3.097 3.749 0.000  C89 1.090
106 H 4.125 5.030 -0.415  C89 1.090
107 H 4.999 3.022 1.305  C90 1.090
108 H 5.712 4.606 1.321  C90 1.090
109 C 3.465 0.638 -6.363  C110 1.531, H118 1.090, H119 1.090, H120 1.090
110 C 2.791 1.396 -5.216  C109 1.531, C111 1.563, H121 1.090, H122 1.090
111 C 1.757 0.563 -4.392  C110 1.563, N112 1.608, H123 1.090, H124 1.090
112 N 1.326 1.246 -3.000  C111 1.608, C113 1.569, C114 1.552, C117 1.544
113 C 2.424 1.013 -1.904  N112 1.569, H125 1.090, H126 1.090, H127 1.090
114 C -0.016 0.680 -2.466  N112 1.552, C115 1.519, H128 1.090, H129 1.090
115 C -1.149 1.681 -2.610  C114 1.519, C116 1.594, H130 1.090, H131 1.090
116 C -0.468 2.817 -3.496  C115 1.594, C117 1.576, H132 1.090, H133 1.090
117 C 1.027 2.761 -3.002  N112 1.544, C116 1.576, H134 1.090, H135 1.090
118 H 4.319 1.231 -6.693  C109 1.090
119 H 2.811 0.663 -7.234  C109 1.090
120 H 3.861 -0.372 -6.259  C109 1.090
121 H 2.389 2.372 -5.488  C110 1.090
122 H 3.636 1.572 -4.550  C110 1.090
123 H 2.164 -0.429 -4.195  C111 1.090
124 H 0.857 0.382 -4.980  C111 1.090
125 H 3.272 1.659 -2.132  C113 1.090
126 H 2.683 -0.046 -1.895  C113 1.090
127 H 2.025 1.139 -0.898  C113 1.090
128 H 0.058 0.188 -1.496  C114 1.090
129 H -0.171 -0.162 -3.141  C114 1.090
130 H -1.541 2.082 -1.676  C115 1.090
131 H -1.987 1.274 -3.176  C115 1.090
132 H -0.949 3.787 -3.373  C116 1.090
133 H -0.568 2.508 -4.537  C116 1.090
134 H 1.068 3.190 -2.000  C117 1.090
135 H 1.688 3.211 -3.742  C117 1.090
136 Br -4.816 0.436 -2.962  no bonds
137 Br 6.131 2.313 -1.565  no bonds
138 Br 2.065 -2.814 -2.406  no bonds
139 Br -0.247 2.918 0.753  no bonds

The HOMO energy (spin up / spin down) is -2.32 / -6.70 eV. Its spin multiplicity is 2. For the HOMO-LUMO gap (spin up / spin down), the calculation gives 2.35 / 6.65 eV. The value obtained for the energy is -330553.6694 eV. The value obtained for the max |F| is 3.22 eV/A. The lowest unoccupied orbital energy (spin up / spin down) comes out at 0.027 / -0.052 eV. The charge is 0.

These are the Löwdin partial charges, in e, on atoms 1 to 4: number 1, C, carries -0.128; number 2, C, carries -0.236; number 3, C, carries -0.091; number 4, N, carries -0.231